Density functional theory data (ωB97M-V/def2-TZVPD) for a cluster of 2 separate species, C5H9NO in total.

Each line ends with the Löwdin charge.
CARTESIAN COORDINATES (ANGSTROEM)
C 2.80 -0.66 -0.52  -0.03
C 3.27 -0.78 0.62  -0.02
C -2.50 -0.80 0.35  -0.03
C -1.18 -0.38 -0.09  -0.55
C 0.51 1.29 -0.39  -0.16
H 2.19 -0.73 -1.43  0.04
H 3.33 -0.47 1.69  0.04
H -3.16 0.06 0.43  0.07
H -2.49 -1.45 1.25  0.09
H -2.97 -1.48 -0.47  0.13
H -1.23 1.53 0.77  0.19
H 0.94 0.53 -1.03  0.03
H 0.57 2.30 -0.77  0.09
H 1.29 1.28 0.44  0.10
N -0.77 0.94 -0.02  -0.02
O -0.60 -1.17 -0.83  0.02

Results
**HOMO**: -9.4 eV
**LUMO level**: 0.77 eV
**SMILES**: CNC(C)=O.C#C
**Electronic energy**: -325.79476 hartree
**Gap between HOMO and LUMO**: 10.208 eV